This record from OMol25 describes C17H26F6NO4P2PdS2 as an isolated structure. The level of theory is ωB97M-V/def2-TZVPD.

The geometry in ORCA input format:
```
! RIJCOSX wB97M-V def2-TZVPD def2/J DEFGRID3
* xyz 1 1
Pd -0.79 0.17 -0.27
F -0.24 -2.34 4.43
C -1.35 -1.84 3.89
F -2.37 -2.62 4.20
F -1.56 -0.63 4.40
S -1.16 -1.71 2.03
O -0.28 -0.57 1.87
O -0.64 -2.95 1.57
N -2.60 -1.45 1.51
S -3.07 -0.03 1.01
O -3.23 -0.04 -0.42
O -2.31 1.07 1.54
C -4.76 0.07 1.81
F -4.59 -0.13 3.11
F -5.30 1.27 1.63
F -5.59 -0.85 1.34
C 3.23 1.64 -0.38
P 1.68 0.89 0.28
C 1.40 1.90 1.78
C 2.27 -0.76 0.82
C 3.23 -0.89 1.81
C 3.65 -2.14 2.23
C 3.11 -3.27 1.65
C 2.16 -3.16 0.65
C 1.74 -1.91 0.23
P 0.47 -1.75 -1.07
C -0.26 -3.39 -1.41
C 1.51 -1.51 -2.57
H 3.97 1.68 0.42
H 3.02 2.64 -0.73
H 3.62 1.05 -1.20
H 2.22 1.76 2.49
H 0.46 1.62 2.24
H 1.37 2.95 1.48
H 3.65 0.00 2.27
H 4.38 -2.22 3.02
H 3.42 -4.25 1.99
H 1.74 -4.06 0.21
H -0.64 -3.83 -0.49
H 0.48 -4.05 -1.87
H -1.08 -3.26 -2.11
H 2.26 -2.30 -2.60
H 2.01 -0.54 -2.54
H 0.90 -1.56 -3.47
C 0.25 2.34 -3.05
C -1.01 2.67 -2.22
C -1.38 4.15 -2.40
C -2.16 1.77 -2.74
C -0.78 2.38 -0.79
H 0.03 2.44 -4.11
H 0.56 1.32 -2.83
H 1.06 3.01 -2.80
H -1.59 4.37 -3.44
H -0.55 4.78 -2.08
H -2.25 4.40 -1.81
H -2.28 1.87 -3.82
H -3.10 2.02 -2.25
H -1.92 0.71 -2.52
H -1.04 3.05 0.03
*
```

## Properties
HOMO-LUMO gap (alpha / beta): 6.16 / 6.28 eV
energy: -3224.881116 Eh
energy relative to the best compared isomer or geometry (same formula, charge and spin): 87.6 kcal/mol
HOMO (alpha / beta): -11.514 / -11.498 eV